Entry 1:
# C4H12N2O3

A cluster of 4 separate species, C4H12N2O3 in total at a distorted geometry (ωB97M-V with the def2-TZVPD basis set, the Open Molecules 2025 dataset).

Properties
- SMILES = Cc1c[nH]cn1.O.O.O
- molar mass (g/mol) = 136.15
- F_max (eV Å⁻¹) = 4.44
- energy above the lowest of the compared OMol25 structures with the same formula, charge and spin (kcal/mol) = 48.98

Structure (ORCA input):
```
! wB97M-V def2-TZVPD RIJCOSX def2/J DEFGRID3
* xyz 0 1
C -1.43 -1.14 -1.04
C -0.09 -1.00 -0.50
C 0.24 -1.18 0.83
N 1.64 -1.03 0.91
C 2.08 -0.72 -0.33
N 1.06 -0.84 -1.19
H -2.14 -0.34 -0.58
H -1.45 -1.18 -2.10
H -2.06 -1.94 -0.78
H -0.42 -1.41 1.67
H 2.16 -0.76 1.73
H 3.13 -0.59 -0.66
O -1.90 2.81 2.37
H -1.84 1.96 1.88
H -2.21 3.20 1.53
O -0.09 0.00 -3.85
H 0.25 0.12 -2.95
H -0.48 -0.89 -3.81
O 1.23 1.41 1.86
H 1.78 1.53 2.71
H 0.53 1.98 2.29
*
```

Atomic partial charges in e from the Mulliken method, atoms 1 to 8: atom 1 (C): -1.055, atom 2 (C): 1.094, atom 3 (C): -0.692, atom 4 (N): -0.086, atom 5 (C): -0.318, atom 6 (N): -0.616, atom 7 (H): 0.170, atom 8 (H): 0.118

Entry 2:
# C35H34F32N2O9P2S

A cluster of 5 separate species, C35H34F32N2O9P2S in total at a distorted geometry (ωB97M-V with the def2-TZVPD basis set, the Open Molecules 2025 dataset).

Properties
- SMILES = C[C@H](O)Cc1cc(PP(=O)(O)O)cc2c1Nc1ccc(N)c(O)c1S2.FC(F)C(F)(F)COC(F)(F)C(F)F.FC(F)C(F)(F)COC(F)(F)C(F)F.FC(F)C(F)(F)COC(F)(F)C(F)F.FC(F)C(F)(F)COC(F)(F)C(F)F
- total energy (Ha) = -6417.51227
- molar mass (g/mol) = 1328.61
- F_max (eV Å⁻¹) = 1.78

Structure (ORCA input):
```
! wB97M-V def2-TZVPD RIJCOSX def2/J DEFGRID3
* xyz 0 1
C -4.72 -3.35 -0.98
C -5.52 -2.97 -2.23
O -6.26 -4.08 -2.76
C -4.64 -2.38 -3.30
C -4.01 -1.10 -2.79
C -2.66 -1.10 -2.47
C -2.03 0.03 -1.95
P -0.29 0.18 -1.48
P 0.86 -1.51 -2.22
O 1.57 -1.28 -3.49
O 0.02 -2.87 -2.26
O 1.91 -1.82 -1.05
C -2.81 1.17 -1.76
C -4.16 1.18 -2.10
C -4.79 0.06 -2.61
N -6.15 0.00 -3.00
C -7.05 1.01 -2.58
C -8.41 0.74 -2.71
C -9.38 1.67 -2.36
C -9.02 2.92 -1.86
N -9.97 3.90 -1.53
C -7.66 3.19 -1.70
O -7.34 4.40 -1.17
C -6.69 2.25 -2.06
S -5.00 2.72 -1.85
H -5.29 -4.08 -0.41
H -4.65 -2.46 -0.36
H -3.73 -3.73 -1.21
H -6.24 -2.23 -1.90
H -7.06 -4.15 -2.24
H -3.85 -3.08 -3.59
H -5.26 -2.16 -4.17
H -2.10 -2.01 -2.63
H 0.20 1.18 -2.34
H -0.16 -3.02 -3.20
H 2.29 -1.00 -0.70
H -2.36 2.06 -1.35
H -6.24 -0.16 -4.00
H -8.71 -0.22 -3.10
H -10.42 1.40 -2.48
H -10.00 4.11 -0.55
H -10.88 3.67 -1.89
H -6.40 4.59 -1.25
F 3.23 -7.20 -2.24
C 2.30 -6.67 -3.06
F 1.92 -7.63 -3.93
C 2.84 -5.47 -3.84
F 3.80 -5.88 -4.70
F 1.79 -5.03 -4.59
C 3.34 -4.26 -3.04
O 4.73 -4.13 -2.79
C 5.35 -4.73 -1.74
F 4.46 -5.27 -0.88
F 5.98 -3.74 -1.06
C 6.41 -5.74 -2.18
F 5.88 -6.68 -2.98
F 6.92 -6.35 -1.08
H 1.43 -6.38 -2.46
H 3.11 -3.39 -3.66
H 2.76 -4.11 -2.13
H 7.21 -5.23 -2.71
F 6.22 2.28 -0.51
C 5.47 1.23 -0.90
F 4.17 1.55 -0.68
C 5.80 -0.04 -0.11
F 5.45 0.11 1.19
F 4.97 -1.00 -0.62
C 7.23 -0.60 -0.20
O 8.13 -0.29 0.85
C 8.86 0.87 0.87
F 8.81 1.52 -0.30
F 10.15 0.52 1.08
C 8.47 1.78 2.04
F 7.16 2.08 2.02
F 9.16 2.94 1.96
H 5.61 1.06 -1.97
H 7.12 -1.68 -0.13
H 7.68 -0.42 -1.18
H 8.70 1.30 2.99
F -7.57 -0.09 2.25
C -6.28 0.04 1.88
F -6.24 0.03 0.52
C -5.42 -1.12 2.39
F -5.80 -2.27 1.81
F -4.16 -0.84 1.96
C -5.32 -1.31 3.92
O -6.15 -2.28 4.52
C -7.43 -1.99 4.92
F -7.68 -0.67 4.88
F -7.55 -2.37 6.21
C -8.48 -2.79 4.13
F -8.35 -2.58 2.81
F -9.71 -2.39 4.51
H -5.89 1.00 2.23
H -4.31 -1.71 4.07
H -5.35 -0.36 4.45
H -8.36 -3.86 4.34
F 8.49 7.38 4.80
C 8.88 7.05 3.55
F 9.54 8.11 3.04
C 7.70 6.72 2.64
F 6.95 7.83 2.44
F 8.24 6.39 1.44
C 6.78 5.55 3.03
O 5.57 5.84 3.71
C 5.52 5.99 5.07
F 6.66 5.61 5.67
F 4.54 5.17 5.52
C 5.10 7.41 5.48
F 5.93 8.33 4.95
F 5.15 7.52 6.82
H 9.57 6.20 3.61
H 6.45 5.12 2.08
H 7.34 4.75 3.52
H 4.08 7.62 5.13
*
```

Atomic partial charges in e from the Mulliken method, atoms 1 to 8: atom 1 (C): -1.093, atom 2 (C): 0.721, atom 3 (O): -0.620, atom 4 (C): -1.530, atom 5 (C): 0.623, atom 6 (C): -0.691, atom 7 (C): 0.618, atom 8 (P): -0.198